Entry 1
Formula: CHN2O4
Source: the Open Molecules 2025 dataset
Level of theory: wB97M-V/def2-TZVPD

Summary:
LUMO level, eV: 4.23
HOMO, eV: -4.2
Gap between HOMO and LUMO, eV: 8.425
Multiplicity: 1
Charge: -1

Cartesian coordinates (Å):
C  1.404  -0.936  1.129
N  1.787  0.063  0.411
N  -1.264  0.818  -0.864
O  0.545  -0.719  -0.057
O  1.445  -1.801  1.932
O  -2.169  0.294  -1.439
O  -1.383  1.994  -0.555
H  -0.365  0.287  -0.557

Entry 2
Formula: CHN2O4
Source: the Open Molecules 2025 dataset
Level of theory: wB97M-V/def2-TZVPD

Summary:
LUMO level, eV: 4.26
HOMO, eV: -5.1
Gap between HOMO and LUMO, eV: 9.380
Multiplicity: 1
Charge: -1

Cartesian coordinates (Å):
C  -1.600  -0.525  -0.260
N  1.197  -0.559  -0.092
N  0.773  0.638  0.140
O  -1.985  -0.508  -1.350
O  -0.433  0.895  -0.162
O  -1.652  -0.964  0.816
O  1.489  1.527  0.611
H  2.211  -0.504  0.297

If we sort the structures by their calculated energies, the order from most to least stable is entry 2, entry 1.

Entry 1
Formula: C6H18N3
Source: the Open Molecules 2025 dataset
Level of theory: wB97M-V/def2-TZVPD

Summary:
LUMO level, eV: -3.10
HOMO, eV: -14.4
Gap between HOMO and LUMO, eV: 11.320
Multiplicity: 1
Charge: +1

Cartesian coordinates (Å):
C  2.128  2.276  0.619
C  2.217  1.029  1.468
C  0.532  1.271  -1.098
N  0.943  2.356  -0.382
N  1.316  0.197  -1.190
N  -0.651  1.284  -1.740
H  2.033  3.171  1.371
H  2.967  2.445  -0.114
H  1.203  0.701  1.898
H  2.948  0.995  2.366
H  0.250  3.008  0.054
H  2.220  0.029  -0.808
H  1.100  -0.747  -1.480
H  -0.868  2.089  -2.303
H  -1.247  0.479  -1.847
H  2.740  0.152  0.973
C  -2.252  -1.715  -0.143
C  -1.287  -2.772  -0.591
C  -1.984  -1.141  1.250
H  -2.261  -0.843  -0.827
H  -3.295  -2.061  -0.045
H  -1.674  -3.395  -1.416
H  -2.218  -1.951  1.926
H  -0.923  -0.893  1.285
H  -1.109  -3.334  0.320
H  -0.343  -2.395  -1.058
H  -2.486  -0.232  1.512

Entry 2
Formula: C6H18N3
Source: the Open Molecules 2025 dataset
Level of theory: wB97M-V/def2-TZVPD

Summary:
LUMO level, eV: -3.41
HOMO, eV: -14.3
Gap between HOMO and LUMO, eV: 10.896
Multiplicity: 1
Charge: +1

Cartesian coordinates (Å):
C  1.333  -0.507  -0.313
C  2.153  0.080  0.834
C  2.020  -0.380  -1.675
C  0.921  -1.950  -0.082
H  0.441  0.083  -0.499
H  2.131  1.163  0.735
H  3.082  -0.477  0.909
H  1.351  -0.370  -2.537
H  2.515  0.565  -1.726
H  2.781  -1.140  -1.849
H  0.064  -2.337  -0.631
H  1.779  -2.606  -0.224
H  0.606  -2.201  0.942
H  1.641  -0.138  1.778
C  -1.898  1.790  -1.102
C  -1.636  0.248  0.749
N  -2.316  0.671  -0.307
N  -0.759  1.019  1.397
N  -2.124  -0.742  1.543
H  -2.939  -0.008  -0.709
H  -0.527  1.969  1.171
H  -0.080  0.552  1.978
H  -2.885  -1.339  1.262
H  -2.166  -0.469  2.508
H  -2.345  1.764  -2.097
H  -0.859  2.025  -1.345
H  -2.283  2.735  -0.710

If we sort the structures by their calculated energies, the order from most to least stable is entry 2, entry 1.

Entry 1
Formula: C2H4O2
Source: the Open Molecules 2025 dataset
Level of theory: wB97M-V/def2-TZVPD

Summary:
LUMO level, eV: 0.45
HOMO, eV: -8.7
Structure (SMILES): O=CCO
Gap between HOMO and LUMO, eV: 9.165
Multiplicity: 1

Cartesian coordinates (Å):
O  -1.371  0.262  -0.145
C  -0.332  -0.620  -0.013
C  1.127  0.541  -0.028
O  0.773  1.669  0.157
H  -0.999  1.119  0.153
H  -0.299  -1.157  0.961
H  -0.361  -1.382  -0.827
H  1.462  -0.431  -0.259

Entry 2
Formula: C2H4O2
Source: the Open Molecules 2025 dataset
Level of theory: wB97M-V/def2-TZVPD

Summary:
LUMO level, eV: 0.67
HOMO, eV: -10.7
Gap between HOMO and LUMO, eV: 11.343
Multiplicity: 1

Cartesian coordinates (Å):
C  0.904  -0.981  -0.471
C  -0.031  0.049  0.132
H  2.080  -0.420  -0.522
H  0.594  -1.410  -1.745
H  0.912  -1.980  0.370
H  -1.278  1.381  -0.290
O  -0.800  0.716  -0.769
O  -0.143  0.287  1.296

Entry 3
Formula: C2H4O2
Source: the Open Molecules 2025 dataset
Level of theory: wB97M-V/def2-TZVPD

Summary:
LUMO level, eV: 0.71
HOMO, eV: -10.4
Structure (SMILES): O=CCO
Gap between HOMO and LUMO, eV: 11.075
Multiplicity: 1

Cartesian coordinates (Å):
O  -1.437  0.255  -0.188
C  -0.336  -0.580  0.025
C  0.910  0.289  -0.068
O  0.841  1.448  0.277
H  -1.122  1.129  0.114
H  -0.383  -1.042  1.027
H  -0.328  -1.394  -0.707
H  1.854  -0.105  -0.479

If we sort the structures by their calculated energies, the order from most to least stable is entry 3, entry 2, entry 1.

Entry 1
Formula: C2H4O2
Source: the Open Molecules 2025 dataset
Level of theory: wB97M-V/def2-TZVPD

Summary:
LUMO level, eV: 0.18
HOMO, eV: -10.1
Gap between HOMO and LUMO, eV: 10.310
Multiplicity: 1

Cartesian coordinates (Å):
O  1.410  0.772  0.039
C  0.087  0.462  -0.160
C  -0.303  -0.985  -0.312
O  0.464  -1.905  -0.410
H  0.702  0.924  0.924
H  -0.478  0.690  0.993
H  -0.478  1.153  -0.792
H  -1.404  -1.111  -0.282

Entry 2
Formula: C2H4O2
Source: the Open Molecules 2025 dataset
Level of theory: wB97M-V/def2-TZVPD

Summary:
LUMO level, eV: 1.10
HOMO, eV: -10.5
Gap between HOMO and LUMO, eV: 11.596
Multiplicity: 1

Cartesian coordinates (Å):
O  -1.229  0.239  -0.289
C  -0.302  -0.798  -0.099
C  1.726  1.061  0.083
O  0.880  1.791  0.311
H  -0.960  1.022  0.208
H  -0.312  -1.192  0.929
H  -0.558  -1.578  -0.811
H  0.754  -0.545  -0.332

If we sort the structures by their calculated energies, the order from most to least stable is entry 2, entry 1.

Entry 1
Formula: C3H3BrOS
Source: the Open Molecules 2025 dataset
Level of theory: wB97M-V/def2-TZVPD

Summary:
LUMO level, eV: -2.29
HOMO, eV: -9.6
Gap between HOMO and LUMO, eV: 7.348
Multiplicity: 1

Cartesian coordinates (Å):
C  1.102  1.088  -0.674
C  2.091  1.427  0.309
C  0.101  0.113  -0.092
O  1.049  1.556  -1.782
S  3.528  1.105  0.810
Br  5.380  -0.525  -0.131
H  0.587  -0.651  0.509
H  -0.580  0.681  0.542
H  -0.463  -0.338  -0.907

Entry 2
Formula: C3H3BrOS
Source: the Open Molecules 2025 dataset
Level of theory: wB97M-V/def2-TZVPD

Summary:
LUMO level (alpha / beta), eV: -1.05 / -0.23
HOMO (alpha / beta), eV: -7.1 / -7.6
Gap between HOMO and LUMO (alpha / beta), eV: 6.034 / 7.379
Multiplicity: 1

Cartesian coordinates (Å):
C  -0.740  0.613  -0.714
C  1.944  0.134  -0.004
C  -1.307  -0.196  0.254
O  -0.791  1.245  -1.687
S  3.102  0.069  -1.112
Br  2.088  -0.635  1.794
H  -1.160  0.401  1.208
H  -2.418  -0.437  0.052
H  -0.717  -1.195  0.207

If we sort the structures by their calculated energies, the order from most to least stable is entry 1, entry 2.

Entry 1
Formula: C4H6ClF
Source: the Open Molecules 2025 dataset
Level of theory: wB97M-V/def2-TZVPD

Summary:
LUMO level, eV: 1.00
HOMO, eV: -9.8
Structure (SMILES): C[C@@H]1C[C@@]1(F)Cl
Gap between HOMO and LUMO, eV: 10.821
Multiplicity: 1

Cartesian coordinates (Å):
C  0.796  1.439  1.677
C  0.311  1.255  0.221
C  -1.148  0.974  -0.157
C  -0.156  -0.201  -0.029
H  1.737  0.945  1.815
H  0.690  2.537  1.909
H  0.122  0.883  2.313
H  0.911  1.760  -0.626
H  -1.812  1.034  0.691
H  -1.626  1.119  -1.094
F  -0.293  -0.914  1.097
Cl  0.223  -1.227  -1.480

Entry 2
Formula: C4H6ClF
Source: the Open Molecules 2025 dataset
Level of theory: wB97M-V/def2-TZVPD

Summary:
LUMO level, eV: 0.88
HOMO, eV: -9.4
Structure (SMILES): C=C(Cl)CCF
Gap between HOMO and LUMO, eV: 10.255
Multiplicity: 1

Cartesian coordinates (Å):
C  1.521  -0.400  -0.198
C  0.384  0.006  0.751
C  -1.005  -0.140  0.034
C  -1.605  0.879  -0.499
H  2.454  -0.260  0.347
H  1.422  0.292  -1.051
H  0.431  -0.523  1.693
H  0.468  1.049  1.073
H  -2.133  0.564  -1.384
H  -1.537  1.964  -0.358
F  1.348  -1.719  -0.476
Cl  -1.748  -1.712  0.067

Entry 3
Formula: C4H6ClF
Source: the Open Molecules 2025 dataset
Level of theory: wB97M-V/def2-TZVPD

Summary:
LUMO level (alpha / beta), eV: 0.65 / 0.74
HOMO (alpha / beta), eV: -7.9 / -7.8
Gap between HOMO and LUMO (alpha / beta), eV: 8.523 / 8.545
Multiplicity: 1

Cartesian coordinates (Å):
C  -0.415  1.369  0.681
C  -0.507  0.174  0.211
C  -1.434  -1.019  -0.023
C  1.822  -0.137  -0.705
F  1.812  -1.460  -0.769
Cl  2.744  0.577  0.504
H  0.468  1.793  0.868
H  -1.288  1.924  0.968
H  -1.064  -1.716  0.603
H  -2.397  -0.617  0.295
H  -1.471  -1.242  -1.049
H  1.730  0.353  -1.584

If we sort the structures by their calculated energies, the order from most to least stable is entry 1, entry 2, entry 3.

Entry 1
Formula: C5H6S3
Source: the Open Molecules 2025 dataset
Level of theory: wB97M-V/def2-TZVPD

Summary:
LUMO level, eV: -0.49
HOMO, eV: -8.7
Gap between HOMO and LUMO, eV: 8.184
Multiplicity: 1

Cartesian coordinates (Å):
C  -0.396  0.529  -1.720
C  -0.376  -0.088  0.231
C  0.584  -0.427  1.037
C  -0.686  1.223  -0.373
C  1.013  -1.901  1.038
S  0.365  1.087  -3.117
S  -0.768  -1.030  -1.249
S  -2.359  1.866  -0.226
H  1.102  0.192  1.786
H  -0.037  1.985  -0.081
H  2.153  -1.786  1.147
H  0.622  -2.360  0.101
H  0.672  -2.418  1.970
H  -1.891  3.126  -0.545

Entry 2
Formula: C5H6S3
Source: the Open Molecules 2025 dataset
Level of theory: wB97M-V/def2-TZVPD

Summary:
LUMO level, eV: 0.45
HOMO, eV: -8.6
Structure (SMILES): CSSc1cccs1
Gap between HOMO and LUMO, eV: 9.053
Multiplicity: 1

Cartesian coordinates (Å):
C  -1.575  0.942  1.912
C  1.067  0.046  0.011
C  0.578  -1.273  -0.287
C  0.361  -1.316  -1.783
C  0.829  -0.250  -2.461
H  -1.560  0.134  2.734
H  -1.591  0.506  0.808
H  -2.396  1.790  2.230
H  0.280  -1.962  0.465
H  0.231  -2.146  -2.156
H  1.006  -0.033  -3.592
S  -0.071  2.004  1.878
S  1.415  0.573  1.637
S  1.424  0.983  -1.396

If we sort the structures by their calculated energies, the order from most to least stable is entry 2, entry 1.